(1)
Formula: C33H26BBiClIN9OPS2
Source: the OMol25 dataset
Level of theory: ωB97M-V/def2-TZVPD

Values from the calculation:
- Energy relative to the best compared isomer or geometry (same formula, charge and spin): 0.0 kcal per mole
- Multiplicity: 2
- Charge: +1
- Orbital gap (alpha / beta): 7.320 / 4.667 eV
- Total energy: -3976.21948 Ha

Element x y z (Å)
Bi (0.924, -0.024, -1.338)
I (4.318, 2.146, -4.893)
Cl (1.051, 6.692, -3.808)
S (-0.997, 2.920, 2.310)
S (1.247, 0.769, 1.848)
P (0.213, 1.670, 3.305)
O (2.154, 0.976, -2.938)
N (-0.054, 2.105, -1.768)
N (1.709, -2.222, -1.886)
N (-1.414, -2.345, -0.993)
N (-1.312, -4.207, -2.740)
N (-0.206, -0.617, -3.186)
N (-2.658, -4.353, -2.744)
N (-1.057, -1.115, -0.546)
N (-0.658, -1.881, -3.342)
N (0.807, -3.225, -1.814)
C (1.290, 2.540, 4.471)
C (-0.821, -1.600, 5.475)
C (-0.746, 0.474, 4.274)
C (-1.120, 2.617, -1.192)
C (2.657, 2.639, 4.242)
C (0.711, 3.115, 5.600)
C (-0.320, 0.008, -4.360)
C (-1.073, -2.040, -4.606)
C (-2.106, 0.659, 4.492)
C (2.879, 3.889, 6.281)
C (-0.879, -0.854, -5.292)
C (-1.455, 3.970, -1.319)
C (-0.096, -0.650, 4.777)
C (2.881, -2.709, -1.474)
C (-2.355, -2.857, -0.183)
C (2.747, -4.059, -1.154)
C (-2.632, -1.934, 0.808)
C (1.511, 3.792, 6.503)
C (2.694, 3.054, -3.941)
C (-1.787, -0.862, 0.542)
C (-1.721, -5.962, -4.015)
C (-2.184, -1.429, 5.677)
C (1.411, -4.340, -1.371)
C (-0.656, 4.783, -2.078)
C (-2.908, -5.407, -3.494)
C (-2.824, -0.294, 5.200)
C (1.349, 5.011, -3.547)
C (2.425, 4.411, -4.148)
C (0.484, 4.259, -2.724)
C (1.903, 2.251, -3.126)
C (3.452, 3.316, 5.156)
C (0.767, 2.882, -2.529)
C (-0.728, -5.164, -3.518)
B (-0.672, -2.956, -2.207)
H (3.511, -4.729, -0.799)
H (0.870, -5.264, -1.252)
H (-3.338, -2.025, 1.614)
H (-3.925, -5.735, -3.639)
H (3.500, 4.417, 6.993)
H (-2.333, 4.350, -0.817)
H (-0.883, 5.833, -2.197)
H (-1.496, -2.971, -4.947)
H (1.067, 4.243, 7.381)
H (-0.010, 1.032, -4.483)
H (-2.751, -2.184, 6.204)
H (-2.603, 1.542, 4.107)
H (-1.617, -6.822, -4.654)
H (-0.323, -2.480, 5.862)
H (-2.793, -3.815, -0.391)
H (-0.356, 3.031, 5.772)
H (-1.737, 1.938, -0.615)
H (0.970, -0.771, 4.618)
H (-1.112, -0.653, -6.322)
H (4.517, 3.395, 4.983)
H (3.086, 2.191, 3.356)
H (-3.882, -0.149, 5.372)
H (3.071, 4.994, -4.789)
H (0.339, -5.194, -3.670)
H (-1.672, 0.062, 1.085)
H (3.756, -2.078, -1.459)

(2)
Formula: C5H6N2O
Source: the OMol25 dataset
Level of theory: ωB97M-V/def2-TZVPD

Values from the calculation:
- Energy relative to the best compared isomer or geometry (same formula, charge and spin): 59.6 kcal per mole
- Charge: 0
- Orbital gap: 10.877 eV
- Total energy: -378.77592 Ha
- Structure (SMILES): [H]/N=C1/CC(=O)[C@@H]2CN12

Element x y z (Å)
O (-1.733, 0.689, 1.907)
N (0.082, -0.335, -1.050)
N (1.724, 1.349, -1.338)
C (-0.925, 0.378, 1.084)
C (-1.120, -0.401, -0.154)
C (-0.232, -1.569, -0.300)
C (0.492, 0.904, 0.953)
C (0.861, 0.675, -0.573)
H (0.380, -1.992, 0.663)
H (1.277, 0.571, 1.683)
H (0.167, 1.924, 0.953)
H (-0.506, -2.361, -0.961)
H (-2.039, -0.607, -0.629)
H (1.572, 0.776, -2.237)

(3)
Formula: C3H8N2O2
Source: the OMol25 dataset
Level of theory: ωB97M-V/def2-TZVPD

Values from the calculation:
- Energy relative to the best compared isomer or geometry (same formula, charge and spin): 29.9 kcal per mole
- Charge: 0
- Orbital gap: 10.145 eV
- Total energy: -379.09339 Ha
- Structure (SMILES): c1c[nH]cn1.O.O

Element x y z (Å)
O (-1.775, 0.042, 2.411)
O (-1.254, -3.171, 0.400)
N (1.535, 1.359, -1.387)
N (0.553, 0.581, 0.424)
C (-0.129, 0.136, -0.688)
C (0.470, 0.610, -1.804)
C (1.490, 1.351, -0.031)
H (-2.330, 0.682, 1.954)
H (-1.122, -3.306, -0.544)
H (1.938, 2.134, -1.879)
H (-0.881, -0.602, -0.488)
H (-0.948, -0.029, 1.918)
H (0.195, 0.464, -2.835)
H (-0.992, -2.306, 0.681)
H (2.164, 1.942, 0.574)